# 1
Entry from the Open Molecules 2025 dataset: a structure of composition C21H24ClNPt at a distorted geometry (ωB97M-V/def2-TZVPD).

Results
- Orbital gap (spin up / spin down): 8.54 / 5.49 eV
- Total energy: -39403.8948 eV
- Highest occupied orbital energy (spin up / spin down): -14.620 / -15.341 eV

```
! wB97M-V def2-TZVPD RIJCOSX def2/J DEFGRID3
* xyz 2 5
C 0.236 0.735 -6.297
C 1.616 1.297 -6.649
C 0.017 -0.594 -7.028
C -0.854 1.734 -6.700
Cl 0.143 0.447 -4.486
H 0.062 -0.450 -8.116
H -0.973 -1.004 -6.799
H 0.800 -1.314 -6.766
H 1.693 1.471 -7.731
H 2.408 0.588 -6.379
H 1.786 2.261 -6.155
H -0.826 1.916 -7.782
H -0.701 2.700 -6.205
H -1.849 1.339 -6.464
C 1.961 -1.505 0.922
C 0.905 -2.067 0.172
C 0.893 -1.424 -1.126
H 0.312 -2.928 0.483
C 1.884 -0.328 -1.080
C 2.552 -0.448 0.199
H 3.451 0.086 0.492
H 2.332 -1.899 1.858
H 0.366 -1.747 -2.014
H 2.168 0.299 -1.925
C -2.146 1.039 0.390
C -2.408 -0.211 1.035
C -2.075 -1.254 0.159
H -2.882 -0.301 1.994
C -1.764 -0.682 -1.129
C -1.881 0.768 -1.016
H -1.857 1.499 -1.821
H -2.325 2.028 0.803
H -2.143 -2.311 0.386
H -1.610 -1.200 -2.066
Pt 0.016 0.273 -0.072
N 0.183 0.335 1.974
C 0.162 0.328 3.142
C 0.120 0.253 4.577
C -1.097 0.359 5.281
C -1.130 0.202 6.672
C 0.043 -0.071 7.384
C 1.263 -0.120 6.699
C 1.303 0.029 5.311
H -2.017 0.558 4.731
H -2.077 0.318 7.203
H 0.003 -0.238 8.466
H 2.191 -0.256 7.256
H 2.261 -0.039 4.795
*
```

# 2
Entry from the Open Molecules 2025 dataset: a cluster of 2 separate species, C3H11BN2O in total at a distorted geometry (ωB97M-V/def2-TZVPD).

Results
- Structure (SMILES): C/N=B/OC.CN
- Orbital gap: 9.96 eV
- Total energy: -8992.4102 eV
- Highest occupied orbital energy: -9.343 eV

```
! wB97M-V def2-TZVPD RIJCOSX def2/J DEFGRID3
* xyz 0 1
C 0.150 -2.632 0.869
N -0.310 -1.808 -0.165
B -0.767 -1.229 -1.106
O -1.073 -0.581 -2.214
C -1.995 0.460 -2.250
H 1.150 -2.185 1.278
H -0.678 -2.905 1.652
H 0.364 -3.670 0.555
H -2.367 0.824 -1.276
H -2.798 0.123 -3.042
H -1.552 1.428 -2.634
C 1.753 1.519 1.529
N 1.084 1.963 0.308
H 1.837 0.369 1.692
H 2.832 1.940 1.532
H 1.321 1.953 2.523
H 0.141 1.453 0.466
H 0.908 2.977 0.282
*
```